Entry 1:
The following is a DFT calculation (ωB97M-V/def2-TZVPD) of the molecule C3H6O2.

E_LUMO: 0.9 eV
SMILES: COCC=O
net charge: 0
ΔE to the lowest compared entry with this formula, charge and spin: 1.7699 eV
HOMO energy: -9.85 eV

Last column: Löwdin charge in e.
CARTESIAN COORDINATES (ANGSTROEM)
1 O -0.8854 0.5920 -0.4681  -0.183
2 H -1.5726 -1.3140 -0.4399  0.133
3 H 0.2938 1.7326 0.8039  0.093
4 C 0.1585 -1.1177 0.8260  -0.257
5 H -0.2792 -0.6635 1.7418  0.136
6 H -0.0261 -1.1121 -1.3147  0.133
7 C -0.6099 -0.7879 -0.4404  -0.198
8 H 0.2626 2.2317 -0.9102  0.091
9 C 0.2748 1.3749 -0.2346  -0.105
10 O 1.1974 -1.7304 0.8541  0.063
11 H 1.1861 0.7944 -0.4178  0.092

=====

Entry 2:
The following is a DFT calculation (ωB97M-V/def2-TZVPD) of the molecule C2H4N4O2 at a distorted geometry.

E_LUMO: 0.6 eV
SMILES: Nn1ocn/c1=N\O
net charge: 0
ΔE to the lowest compared entry with this formula, charge and spin: 3.6604 eV
HOMO energy: -8.82 eV

Last column: Löwdin charge in e.
CARTESIAN COORDINATES (ANGSTROEM)
1 H -1.5862 2.2694 0.3989  0.091
2 N -1.1483 1.6513 -0.2793  0.090
3 O 2.6704 0.0094 0.0013  -0.057
4 N 1.5063 0.7021 0.0775  0.022
5 O -1.6412 -0.6124 0.0583  0.022
6 C 0.4890 -0.0223 0.2123  -0.397
7 H -0.2886 2.0895 -0.5816  0.075
8 H 2.4714 -0.9736 0.0205  0.101
9 N -0.8474 0.4998 0.4927  -0.070
10 C -0.8095 -1.6327 -0.0592  -0.177
11 H -1.2556 -2.5998 -0.3234  0.151
12 N 0.4398 -1.3806 -0.0180  0.150

=====

Entry 3:
The following is a DFT calculation (ωB97M-V/def2-TZVPD) of C14H17F3NO7S2 as an isolated structure at a distorted geometry.

E_LUMO: 0.8 eV
net charge: -1
ΔE to the lowest compared entry with this formula, charge and spin: 2.0919 eV
HOMO energy: -3.64 eV

Last column: Löwdin charge in e.
CARTESIAN COORDINATES (ANGSTROEM)
1 F -1.5075 -3.0500 0.1947  0.055
2 C 2.6678 -0.4661 5.4603  -0.006
3 C -0.2724 -0.8241 3.0937  -0.494
4 C 3.2179 -1.0764 -0.9209  -0.109
5 C 0.9215 -0.2010 3.8374  -0.435
6 O 0.6480 3.0550 -1.1533  -0.374
7 C -2.2725 1.7758 -0.5190  -0.242
8 O -2.5404 -0.5764 3.3549  -0.098
9 H -0.4680 -1.8359 5.5110  0.094
10 C -3.5721 0.1644 3.9952  -0.055
11 C 2.5612 0.0821 -1.3683  -0.065
12 H -3.5412 1.1915 3.5955  0.094
13 H -3.3335 0.1510 5.0815  0.104
14 S -0.6467 -0.9773 1.3505  1.161
15 H -2.9906 1.0735 -0.9855  0.054
16 O 1.4560 0.8499 3.5650  0.119
17 O 1.4099 -0.9353 4.8672  -0.072
18 H 2.9503 -1.1924 6.2371  0.092
19 C 1.6224 0.6906 -0.5073  -0.236
20 F -2.2750 -1.2598 -0.7949  0.134
21 O 0.4034 1.1141 -2.6472  -0.378
22 H -2.1504 2.6913 -1.1080  0.067
23 C 2.9731 -1.5859 0.3458  -0.114
24 H -4.5370 -0.3050 3.7415  0.098
25 H -0.2613 -3.5044 4.8842  0.094
26 H 3.5489 -2.3970 0.7529  0.089
27 O -1.3651 1.3851 3.3417  0.156
28 F -0.1804 -1.8702 -1.1379  0.121
29 N -0.9733 1.3013 -0.5305  -0.332
30 O -0.4509 -2.1864 3.3796  -0.187
31 H 2.5070 0.5391 5.8740  0.096
32 C 1.5370 0.2997 0.8272  -0.154
33 H 2.6307 0.4182 -2.4092  0.107
34 C 2.1111 -0.9308 1.2011  -0.151
35 C -0.8000 -2.5575 4.7421  -0.048
36 H 1.9468 -1.3556 2.1904  0.085
37 S 0.2870 1.6702 -1.3192  0.487
38 H 3.4497 -0.4427 4.6870  0.101
39 H -2.6148 1.9957 0.5117  0.062
40 H 1.2390 1.0324 1.5702  0.102
41 H 3.9317 -1.5550 -1.5838  0.086
42 C -1.3830 0.1772 3.3591  -0.497
43 H -1.8836 -2.7453 4.7355  0.090
44 C -1.1876 -1.8033 -0.2307  -0.703

=====

Entry 4:
The following is a DFT calculation (ωB97M-V/def2-TZVPD) of the molecule C19H26N4O4S at a distorted geometry.

E_LUMO: 0.5 eV
SMILES: CC(C)CCNC(=O)CN(Cc1ccco1)C(=O)CCC(=O)Nc1nccs1
net charge: 0
ΔE to the lowest compared entry with this formula, charge and spin: 1.5266 eV
HOMO energy: -8.51 eV

Last column: Löwdin charge in e.
CARTESIAN COORDINATES (ANGSTROEM)
1 H -2.5083 -1.2374 1.7485  0.125
2 C 0.2975 -0.1425 -2.8677  -0.132
3 H 3.9348 0.3493 1.9141  0.166
4 O 2.9057 2.5197 0.0754  0.069
5 O 0.9297 0.7540 -2.0975  0.029
6 H 1.9627 0.6524 3.5414  0.126
7 H 1.7124 3.2722 -1.5971  0.136
8 H 1.3065 3.1087 2.7627  0.113
9 C -2.1932 -1.4973 0.7353  -0.167
10 H -1.5465 -0.0941 -4.0319  0.104
11 H -3.1996 -4.8026 0.7285  0.074
12 H -3.3237 0.1704 -0.1071  0.119
13 C -0.5965 2.9872 0.7722  -0.046
14 C 1.9178 2.3825 2.2284  -0.080
15 N 0.6772 2.8105 0.1204  -0.027
16 H 0.7486 -1.1097 -2.9636  0.102
17 N 3.2739 -0.1789 1.3617  0.137
18 H 6.3685 -2.0113 -1.1816  0.100
19 H -0.9597 4.0074 0.5931  0.137
20 H -4.8074 -2.1771 1.3080  0.083
21 C 4.2513 -2.2668 -1.5913  -0.383
22 H 2.9592 2.5524 2.5092  0.122
23 C -0.9187 1.7104 -2.8812  -0.020
24 C 0.6759 3.0541 -1.3197  -0.039
25 H -0.5075 2.8451 1.8485  0.118
26 H -1.6912 2.4283 -3.0644  0.117
27 H 0.4236 0.8612 2.6894  0.119
28 C 0.1889 1.8818 -2.1032  -0.267
29 H -4.7770 -1.6156 -0.3650  0.070
30 C 5.3435 -1.8173 -0.9244  -0.251
31 O 1.1436 -0.5679 0.7642  -0.027
32 C 3.8157 -0.9113 0.3318  -0.573
33 C -0.8452 0.3873 -3.3815  -0.065
34 C -4.5029 -2.4333 0.2954  -0.077
35 N -1.3874 0.7476 0.2338  0.090
36 N 5.0857 -1.0554 0.1657  0.054
37 C -2.3292 -0.2751 -0.1686  -0.160
38 H -1.5942 -4.1426 1.0425  0.074
39 H -2.1364 -0.5630 -1.2088  0.115
40 H -0.4330 0.4293 0.3664  0.092
41 C -3.0009 -2.7022 0.2444  -0.442
42 H -2.7168 -2.9053 -0.7943  0.134
43 C -1.7158 2.0420 0.2839  -0.490
44 O -2.8225 2.4829 0.0459  0.057
45 C 1.9400 -0.0034 1.4944  -0.479
46 S 2.8033 -1.7145 -0.8324  1.102
47 H -1.1362 -1.7716 0.7695  0.103
48 H -2.9333 -3.7624 2.1273  0.079
49 C -2.6597 -3.9296 1.0876  -0.084
50 C 1.5074 0.9452 2.5936  -0.070
51 H 4.2140 -2.8785 -2.4689  0.056
52 H 0.0399 3.9163 -1.5336  0.143
53 C 1.8702 2.5871 0.7137  -0.461
54 H -5.0549 -3.3184 -0.0134  0.075